# 1
Below is a molecular structure, C17H20ClF4I2O13S, with properties calculated with the ωB97M-V functional and the def2-TZVPD basis.

The charge is +1. The value obtained for the calculated total energy is -3490.85869 a.u. Its LUMO energy is -4.57 eV. The HOMO energy comes out at -12.48 eV. Its spin multiplicity is 1.

Each line ends with the natural charge from an NBO analysis.
Atoms and positions in Å:
C: 3.270 1.332 0.474  -0.663
C: 2.470 1.098 -0.786  -0.062
O: 1.161 0.479 -0.424  -0.688
S: -0.156 1.294 -0.580  1.289
Cl: 0.067 2.821 0.714  -0.107
C: -1.346 0.232 0.191  -0.559
I: -3.031 1.292 0.746  0.342
C: -1.233 -1.108 0.138  -0.086
C: -0.086 -1.948 -0.381  -0.682
I: -2.804 -2.269 0.804  0.305
H: 3.949 2.176 0.350  0.245
H: 3.835 0.436 0.727  0.261
H: 2.602 1.533 1.312  0.228
H: 2.917 0.346 -1.434  0.220
H: 2.284 1.991 -1.387  0.200
H: 0.143 -1.706 -1.421  0.238
H: -0.360 -2.999 -0.348  0.255
H: 0.799 -1.824 0.241  0.257
C: -0.612 5.701 2.785  -0.129
C: -0.080 6.014 4.172  0.445
O: -0.277 7.401 4.268  -0.487
C: -1.273 7.770 3.409  0.966
O: -1.802 8.823 3.390  -0.524
O: -1.573 6.727 2.584  -0.488
F: 1.242 5.730 4.279  -0.328
H: 0.196 5.806 2.056  0.194
H: -1.088 4.727 2.702  0.197
H: -0.605 5.517 4.990  0.156
C: 1.546 -3.227 -5.745  -0.130
C: 0.932 -2.621 -4.498  0.449
O: 0.783 -3.738 -3.652  -0.509
C: 1.721 -4.674 -4.014  0.967
O: 2.004 -5.617 -3.362  -0.534
O: 2.262 -4.338 -5.205  -0.475
F: -0.286 -2.066 -4.717  -0.327
H: 0.758 -3.580 -6.413  0.211
H: 2.230 -2.573 -6.275  0.216
H: 1.560 -1.875 -4.003  0.136
C: -5.940 -3.127 -3.513  -0.131
C: -4.586 -3.577 -2.992  0.447
O: -3.976 -2.348 -2.639  -0.506
C: -4.952 -1.430 -2.398  0.977
O: -4.762 -0.375 -1.888  -0.581
O: -6.145 -1.901 -2.802  -0.473
F: -3.837 -4.185 -3.935  -0.318
H: -5.877 -2.921 -4.583  0.211
H: -6.755 -3.812 -3.304  0.220
H: -4.626 -4.220 -2.110  0.154
C: 3.012 -0.186 5.383  -0.131
C: 2.025 -0.844 4.435  0.443
O: 2.669 -0.719 3.182  -0.515
C: 4.015 -0.582 3.396  0.974
O: 4.833 -0.644 2.541  -0.559
O: 4.256 -0.371 4.702  -0.468
F: 0.839 -0.187 4.378  -0.330
H: 2.798 0.881 5.460  0.207
H: 3.060 -0.637 6.369  0.223
H: 1.828 -1.899 4.631  0.163


# 2
Below is a molecular structure, C34H46ClF5OP4Tc at a distorted geometry, with properties calculated with the ωB97M-V functional and the def2-TZVPD basis.

The charge is +2. The value obtained for the calculated total energy is -3803.49412 a.u. The energy above the lowest of the compared OMol25 structures with the same formula, charge and spin is 4.990 eV. The expectation value of S² is 3.80. Its LUMO energy (alpha / beta) is -5.21 / -7.03 eV. The HOMO energy (alpha / beta) comes out at -12.77 / -13.13 eV. Its spin multiplicity is 4.

Each line ends with the Löwdin charge.
Atoms and positions in Å:
P: 1.359 1.041 -2.810  1.160
C: 2.976 1.440 -2.457  -0.356
C: 3.730 0.813 -3.478  -0.097
H: 3.276 -0.007 -4.032  0.111
C: 5.010 1.261 -3.718  -0.044
H: 5.593 0.774 -4.492  0.122
C: 5.555 2.310 -2.969  -0.018
H: 6.569 2.646 -3.178  0.125
C: 4.799 2.919 -1.956  -0.038
H: 5.238 3.719 -1.357  0.126
C: 3.507 2.496 -1.693  -0.045
H: 2.921 2.964 -0.906  0.114
C: 0.867 -0.620 -2.905  -0.366
C: 1.639 -1.739 -2.499  -0.086
H: 2.446 -1.629 -1.768  0.101
C: 1.369 -2.992 -3.043  -0.051
H: 1.910 -3.868 -2.670  0.124
C: 0.409 -3.151 -4.056  -0.040
H: 0.220 -4.135 -4.494  0.124
C: -0.300 -2.034 -4.511  -0.054
H: -1.042 -2.138 -5.297  0.121
C: -0.097 -0.789 -3.939  -0.082
H: -0.660 0.080 -4.282  0.116
C: 0.212 2.317 -2.952  -0.334
C: 0.623 2.878 -4.183  -0.095
H: 1.544 2.516 -4.639  0.112
C: -0.142 3.881 -4.750  -0.036
H: 0.192 4.306 -5.686  0.121
C: -1.293 4.345 -4.111  -0.026
H: -1.874 5.147 -4.579  0.129
C: -1.696 3.784 -2.899  -0.035
H: -2.584 4.156 -2.389  0.123
C: -0.960 2.753 -2.316  -0.058
H: -1.291 2.329 -1.377  0.061
Tc: 0.255 0.256 2.497  0.940
C: -1.409 -0.962 2.112  -0.204
C: -1.773 -1.350 0.862  -0.372
H: -1.900 -1.325 3.023  0.048
C: -0.943 -0.761 -0.246  -0.400
O: -1.877 -0.019 -1.119  -0.074
H: -1.385 0.392 -1.871  0.059
C: 0.064 0.120 0.302  -0.156
H: -0.367 -1.558 -0.792  0.124
C: 0.865 0.942 0.910  -0.485
Cl: 2.133 1.752 3.066  0.159
P: -1.399 1.987 2.716  0.800
P: 1.576 -1.857 2.439  0.818
C: -1.200 3.291 3.959  -0.237
H: -0.154 3.639 3.919  0.050
H: -1.424 2.876 4.956  0.059
H: -1.890 4.117 3.720  0.064
C: -1.442 2.960 1.164  -0.234
H: -2.104 2.446 0.456  0.036
H: -0.429 3.017 0.742  0.037
H: -1.826 3.967 1.378  0.064
C: -3.148 1.485 2.861  -0.229
H: -3.261 0.776 3.692  0.040
H: -3.472 1.000 1.930  0.029
H: -3.765 2.374 3.048  0.068
C: 2.579 -2.462 3.827  -0.241
H: 1.937 -2.594 4.707  0.052
H: 3.358 -1.720 4.046  0.065
H: 3.040 -3.424 3.566  0.063
C: 0.738 -3.414 1.967  -0.238
H: 0.314 -3.331 0.958  0.020
H: -0.073 -3.608 2.680  0.049
H: 1.450 -4.251 1.993  0.063
C: 2.833 -1.668 1.122  -0.235
H: 3.178 -0.625 1.106  0.040
H: 2.359 -1.909 0.162  0.009
H: 3.670 -2.349 1.328  0.065
P: -3.106 -2.424 0.258  0.891
C: -3.725 -3.428 1.619  -0.158
C: -2.356 -3.443 -1.011  -0.156
H: -4.075 -2.752 2.424  0.078
H: -2.930 -4.107 1.986  0.076
H: -4.573 -4.016 1.219  0.077
H: -1.988 -2.814 -1.831  0.055
H: -3.114 -4.137 -1.400  0.079
H: -1.523 -4.027 -0.591  0.071
C: -4.384 -1.350 -0.376  -0.159
H: -4.672 -0.648 0.422  0.072
H: -5.245 -1.963 -0.677  0.077
H: -3.965 -0.795 -1.227  0.058
H: 1.620 1.545 0.458  0.023
F: 0.353 1.508 5.222  -0.068
C: 0.414 0.216 4.719  -0.526
F: 1.664 -0.289 5.054  -0.063
C: -0.637 -0.583 5.526  -0.535
F: -0.273 -0.554 6.827  0.154
F: -1.881 -0.025 5.450  0.108
F: -0.735 -1.896 5.136  0.097


calculated total energy of number 1 (C17H20ClF4I2O13S)?
-3490.85869 a.u.


calculated total energy of number 2 (C34H46ClF5OP4Tc)?
-3803.49412 a.u.


Which of these has the highest charge?
C34H46ClF5OP4Tc


Among the records above, which one has the lowest charge?
C17H20ClF4I2O13S